Molecular formula: C3H7N2O
Method: DFT, the ωB97M-V functional and the def2-TZVPD basis

```
13
Properties=species:S:1:pos:R:3:lowdin_charge:R:1
C -0.105 -0.045 0.047 -0.02
C -0.394 1.251 0.570 -0.02
N 0.631 1.467 1.466 0.10
C 1.225 0.256 1.767 -0.01
N 0.610 -0.716 1.018 0.10
H -0.549 -0.607 -0.827 0.12
H -0.991 2.032 0.090 0.14
H 0.750 2.482 1.756 0.22
H 2.032 -0.128 2.366 0.16
H 1.208 -1.505 0.783 0.18
H -2.043 -1.753 -2.533 0.04
H -1.202 -1.142 -3.643 0.00
O -1.171 -1.593 -2.861 0.00
```

LUMO (eV): -3.98
Electronic energy (eV): -8244.497
Charge: +1
Highest occupied orbital energy (eV): -14.32
Kohn-Sham gap (eV): 10.3
Energy above the lowest of the compared OMol25 structures with the same formula, charge and spin (eV): 1.6422


Molecular formula: C4H9OPS
Method: DFT, the ωB97M-V functional and the def2-TZVPD basis

```
16
Properties=species:S:1:pos:R:3:lowdin_charge:R:1
C -1.825 -1.193 0.989 -0.20
C -1.179 -0.410 -0.139 -0.88
S -2.052 -0.087 -1.416 0.70
P 0.857 0.009 0.089 0.61
C 0.520 1.676 0.809 -0.19
C 1.468 -0.041 -1.730 -0.19
O 1.648 -0.829 0.958 -0.35
H -1.686 -2.281 0.888 0.09
H -2.868 -1.165 1.012 0.03
H -1.423 -0.841 2.006 0.10
H 1.449 2.277 0.748 0.05
H -0.337 2.166 0.258 0.07
H 0.453 1.393 1.830 0.03
H 2.561 0.038 -1.638 0.03
H 1.311 -1.161 -2.020 0.07
H 1.102 0.451 -2.645 0.03
```

LUMO (eV): -0.27
Electronic energy (eV): -26464.634
Charge: 0
Highest occupied orbital energy (eV): -8.46
SMILES string: CC(=S)P(C)(C)=O
Kohn-Sham gap (eV): 8.2
Energy above the lowest of the compared OMol25 structures with the same formula, charge and spin (eV): 1.8195


Molecular formula: C14H21CuFN5O2Si
Method: DFT, the ωB97M-V functional and the def2-TZVPD basis

```
45
Properties=species:S:1:pos:R:3:lowdin_charge:R:1
Cu -0.011 -0.862 -0.321 0.58
C 0.185 1.417 -2.811 -0.19
Si -0.005 2.165 -1.093 0.38
C 1.716 2.659 -0.521 -0.17
C -1.107 3.693 -1.269 -0.18
N -0.767 0.975 -0.124 -0.13
C -1.337 1.227 1.094 -0.31
C -1.182 2.420 1.835 -0.04
C -1.821 2.639 3.047 -0.11
C -2.629 1.663 3.613 -0.12
C -2.778 0.454 2.937 -0.04
C -2.141 0.270 1.736 -0.24
F -2.297 -0.937 1.109 0.02
H 0.722 2.111 -3.466 0.03
H -0.786 1.204 -3.269 0.02
H 0.768 0.489 -2.772 0.02
H 2.444 2.532 -1.328 0.02
H 2.003 1.987 0.293 0.02
H 1.776 3.693 -0.171 0.02
H -1.111 4.042 -2.307 0.02
H -0.784 4.526 -0.639 0.02
H -2.135 3.443 -0.990 0.03
H -0.523 3.183 1.434 0.09
H -1.665 3.579 3.564 0.09
H -3.129 1.824 4.558 0.09
H -3.383 -0.349 3.340 0.11
N -1.490 -1.359 -1.740 0.07
H -1.561 -2.369 -1.662 0.06
H -1.238 -1.108 -2.687 0.05
H -2.355 -0.905 -1.479 0.06
C 1.325 -0.983 2.155 -0.23
O 1.456 -0.487 0.849 -0.40
H 0.329 -0.795 2.585 0.06
H 2.050 -0.494 2.819 0.07
H 1.501 -2.069 2.223 0.07
N 2.650 -2.438 -0.638 0.18
C 1.577 -3.245 -0.808 -0.49
O 0.411 -2.795 -0.575 -0.10
C 1.751 -4.571 -1.281 -0.22
C 0.623 -5.385 -1.565 -0.25
N -0.291 -6.052 -1.798 0.10
C 3.053 -5.087 -1.498 -0.27
N 4.141 -5.452 -1.647 0.10
H 3.565 -2.856 -0.662 0.09
H 2.483 -1.598 -0.068 0.06
```

LUMO (spin up / spin down) (eV): 2.72 / 2.67
Expectation value of S²: 0.753
Electronic energy (eV): -81643.149
Charge: -1
Highest occupied orbital energy (spin up / spin down) (eV): -4.78 / -4.86
Kohn-Sham gap (spin up / spin down) (eV): 7.5 / 7.5
Spin multiplicity: 2


Molecular formula: C6H8N2O4
Method: DFT, the ωB97M-V functional and the def2-TZVPD basis

```
20
Properties=species:S:1:pos:R:3:lowdin_charge:R:1
O -0.216 -0.382 1.310 -0.15
N -1.218 -0.022 0.615 -0.16
C -2.002 -0.962 0.086 -0.29
O -1.626 -2.230 0.028 0.10
C -3.152 -0.311 -0.521 0.04
C -2.983 1.011 -0.406 0.03
C -1.689 1.350 0.329 -0.25
O -1.766 2.150 1.502 0.03
H -0.627 -2.238 0.430 0.19
H -3.817 -0.727 -1.193 0.10
H -3.748 1.739 -0.827 0.14
H -0.988 1.828 -0.281 0.14
H -1.558 1.642 2.281 0.09
C 1.968 0.892 0.974 -0.06
O 2.343 -0.065 0.007 -0.01
C 1.464 -0.682 -0.720 -0.36
N 0.905 -1.310 -1.502 0.17
H 2.852 1.226 1.395 0.07
H 1.416 0.424 1.755 0.06
H 1.425 1.747 0.539 0.11
```

LUMO (spin up / spin down) (eV): -0.10 / -0.10
Electronic energy (eV): -17516.986
Charge: 0
Highest occupied orbital energy (spin up / spin down) (eV): -8.29 / -8.28
SMILES string: [O-][N+]1=C(O)C=C[C@H]1O.COC#N
Kohn-Sham gap (spin up / spin down) (eV): 8.2 / 8.2
Energy above the lowest of the compared OMol25 structures with the same formula, charge and spin (eV): 6.4376